# 1
C11H14FeN6O2S3 | the ωB97M-V functional and the def2-TZVPD basis

Last column: Löwdin charge in e.
Cartesian coordinates (Å):
Fe: 0.108 0.823 -0.082  0.304
S: -2.145 0.106 -0.096  0.537
C: -2.547 0.499 -1.759  -0.675
C: -3.827 0.112 -2.135  -0.352
N: -4.893 -0.272 -2.363  0.110
C: -1.677 1.214 -2.579  -0.441
S: 0.265 2.978 -1.779  0.452
C: -2.111 1.797 -3.765  -0.250
N: -2.438 2.293 -4.755  0.130
N: 0.615 -1.382 0.775  0.014
C: 1.621 -1.381 1.825  -0.279
C: 1.230 -2.193 3.074  -0.147
C: -0.166 -1.921 3.655  -0.174
C: -0.564 -0.458 3.943  -0.150
N: 0.410 0.373 4.630  0.106
C: 1.166 -0.079 5.672  -0.356
N: 2.427 0.447 5.833  0.191
N: 0.614 -0.905 6.646  0.179
C: 2.003 0.084 2.237  -0.644
O: 2.887 0.199 3.095  -0.035
O: 1.362 1.014 1.694  -0.072
H: -0.318 -1.459 1.169  0.015
H: 0.747 -2.149 0.126  0.093
H: 2.548 -1.799 1.416  0.152
H: 1.990 -1.995 3.832  0.099
H: 1.268 -3.262 2.830  0.117
H: -0.236 -2.496 4.583  0.095
H: -0.926 -2.310 2.971  0.114
H: -1.484 -0.482 4.543  0.122
H: -0.785 0.062 3.007  0.116
H: 0.953 0.950 3.999  0.121
H: 2.877 0.630 4.931  0.086
H: 3.016 -0.074 6.468  0.116
H: -0.393 -0.815 6.695  0.114
H: 1.047 -0.805 7.556  0.113
S: 0.792 0.061 -2.178  0.470
C: -0.286 1.421 -2.180  -1.390

The calculated total energy comes out at -91564.106 eV. Its net charge is -1. Its HOMO energy (alpha / beta) is -1.398 / -3.553 eV. The spin multiplicity is 6. The frontier orbital gap (alpha / beta) is 2.327 / 4.480 eV.

=====

# 2
C11H14GeNO5Re | the ωB97M-V functional and the def2-TZVPD basis

Last column: Löwdin charge in e.
Cartesian coordinates (Å):
Re: 0.256 -0.557 0.908  1.492
O: 2.720 4.945 0.209  0.136
C: 2.162 3.756 0.419  -0.250
C: 1.417 3.448 1.567  0.118
C: 0.869 2.191 1.653  -0.139
N: 1.019 1.307 0.673  -0.024
C: 1.794 1.549 -0.384  -0.132
C: 2.383 2.775 -0.561  0.130
C: 2.004 0.297 -1.194  -0.454
O: 2.542 0.226 -2.246  0.200
O: 1.510 -0.799 -0.520  -0.209
C: 0.179 1.562 2.837  -0.450
O: -0.182 2.122 3.813  0.205
O: 0.065 0.200 2.645  -0.186
H: 2.539 5.565 0.927  0.140
H: 1.287 4.149 2.381  0.150
H: 3.016 2.972 -1.415  0.156
C: -0.476 -2.506 -2.441  -0.198
Ge: -1.558 -2.120 -0.882  0.782
C: -0.816 -2.831 0.852  -0.249
C: -3.385 -2.750 -1.047  -0.197
C: -1.451 -0.271 -0.142  -0.373
H: -0.540 -3.571 -2.665  0.035
H: 0.568 -2.233 -2.312  0.010
H: -0.882 -1.961 -3.294  0.036
H: -0.542 -3.880 0.731  0.057
H: -1.608 -2.768 1.599  0.049
H: 0.151 -2.502 1.355  0.004
H: -3.393 -3.826 -1.222  0.035
H: -3.857 -2.261 -1.899  0.034
H: -3.964 -2.531 -0.152  0.031
H: -2.297 -0.326 0.558  0.039
H: -1.530 0.629 -0.751  0.023

The calculated total energy comes out at -82000.923 eV. Its net charge is +1. Its HOMO energy (alpha / beta) is -12.376 / -12.065 eV. The spin multiplicity is 2. The frontier orbital gap (alpha / beta) is 7.788 / 7.370 eV. The energy above the lowest of the compared OMol25 structures with the same formula, charge and spin comes out at 0.0 kJ/mol.

=====

# 3
C11H14N2 | the ωB97M-V functional and the def2-TZVPD basis

Last column: Löwdin charge in e.
Cartesian coordinates (Å):
C: -0.942 -3.783 -0.070  -0.039
C: -1.663 -2.455 -0.019  -0.366
C: -2.947 -2.247 -0.420  -0.064
N: -3.201 -0.912 -0.109  0.032
C: -2.009 -0.384 0.345  -0.186
N: -1.081 -1.305 0.410  0.105
H: -1.634 -4.559 0.248  0.070
H: -0.087 -3.779 0.598  0.069
H: -0.595 -3.993 -1.077  0.070
H: -3.801 -2.793 -0.776  0.110
H: -3.861 -0.294 -0.549  0.136
H: -1.875 0.685 0.357  0.110
C: 0.662 3.831 -0.022  -0.059
C: 1.359 2.496 -0.009  -0.294
C: 0.987 1.555 0.926  -0.080
C: 1.626 0.313 0.980  -0.109
C: 2.606 -0.051 0.083  -0.088
C: 2.874 0.854 -0.953  -0.085
C: 2.309 2.129 -0.960  -0.058
H: 1.210 4.738 -0.262  0.073
H: 0.294 4.028 0.990  0.071
H: -0.235 3.806 -0.647  0.079
H: 0.452 1.836 1.826  0.111
H: 1.289 -0.385 1.735  0.094
H: 3.151 -0.978 0.179  0.098
H: 3.525 0.605 -1.783  0.096
H: 2.611 2.848 -1.711  0.106

The calculated total energy comes out at -14613.904 eV. Its net charge is 0. Its HOMO energy is -8.586 eV. The frontier orbital gap is 9.456 eV. The energy above the lowest of the compared OMol25 structures with the same formula, charge and spin comes out at 49.8 kJ/mol.

=====

# 4
C11H14N2 | the ωB97M-V functional and the def2-TZVPD basis

Last column: Löwdin charge in e.
Cartesian coordinates (Å):
C: -1.341 -4.267 -0.144  -0.051
C: -1.824 -2.859 -0.060  -0.369
C: -2.993 -2.336 -0.518  -0.072
N: -2.971 -1.006 -0.153  0.038
C: -1.774 -0.778 0.448  -0.201
N: -1.085 -1.877 0.552  0.101
H: -1.164 -4.662 0.859  0.075
H: -0.395 -4.305 -0.693  0.075
H: -2.059 -4.917 -0.647  0.072
H: -3.822 -2.694 -1.102  0.111
H: -3.552 -0.315 -0.597  0.143
H: -1.505 0.191 0.832  0.101
C: 0.701 3.987 0.041  -0.064
C: 1.267 2.604 0.041  -0.287
C: 0.946 1.675 1.024  -0.072
C: 1.523 0.411 1.029  -0.100
C: 2.547 0.108 0.149  -0.091
C: 2.898 1.035 -0.825  -0.090
C: 2.282 2.269 -0.861  -0.061
H: 0.478 4.309 -0.981  0.078
H: 1.397 4.747 0.409  0.084
H: -0.202 4.085 0.638  0.071
H: 0.129 1.919 1.695  0.103
H: 1.251 -0.300 1.797  0.100
H: 3.044 -0.850 0.204  0.101
H: 3.676 0.808 -1.543  0.100
H: 2.548 3.020 -1.594  0.108

The calculated total energy comes out at -14614.367 eV. Its net charge is 0. Its HOMO energy is -8.587 eV. The frontier orbital gap is 9.434 eV. The energy above the lowest of the compared OMol25 structures with the same formula, charge and spin comes out at 5.1 kJ/mol.

=====

# 5
C11H14N2O | the ωB97M-V functional and the def2-TZVPD basis

Last column: Löwdin charge in e.
Cartesian coordinates (Å):
C: 0.323 3.975 0.712  -0.094
C: -1.715 2.615 1.141  -0.079
C: -0.590 2.807 0.320  -0.279
C: -2.469 1.463 1.021  -0.022
C: -0.243 1.934 -0.722  -0.064
C: -2.089 0.622 -0.081  -0.308
C: -1.014 0.777 -0.899  -0.066
O: -3.066 -0.366 -0.036  -0.028
H: -2.027 3.496 1.680  0.096
H: -3.376 1.173 1.621  0.127
H: 0.859 4.517 0.062  0.020
H: 0.858 3.495 1.450  0.048
H: 0.615 2.360 -1.411  0.137
H: -0.817 0.388 -1.864  0.093
H: -2.843 -1.158 -0.561  0.100
H: -0.151 4.845 1.142  0.066
C: 0.011 -3.534 -0.471  -0.129
C: 2.583 -3.077 -0.296  -0.229
C: 1.192 -2.726 -0.393  -0.357
C: 2.419 -0.899 -0.057  -0.387
N: 3.327 -1.929 0.005  0.044
N: 1.220 -1.330 -0.271  0.073
H: 3.038 -3.942 -0.335  -0.002
H: 4.245 -1.864 0.257  -0.019
H: -0.624 -3.322 0.292  0.021
H: 0.331 -4.681 -0.629  0.112
H: 2.675 0.071 0.244  0.051
H: -0.530 -3.375 -1.452  0.073

The calculated total energy comes out at -16657.891 eV. Its net charge is -1. Its HOMO energy (alpha / beta) is 1.149 / -5.007 eV. The spin multiplicity is 2. The frontier orbital gap (alpha / beta) is 2.107 / 8.187 eV. The energy above the lowest of the compared OMol25 structures with the same formula, charge and spin comes out at 380.4 kJ/mol.

=====

# 6
C11H14N2O | the ωB97M-V functional and the def2-TZVPD basis

Last column: Löwdin charge in e.
Cartesian coordinates (Å):
C: 1.478 -2.122 -0.748  -0.050
C: 0.505 -1.048 -1.228  -0.228
C: 0.561 -0.204 -2.330  -0.046
N: -0.526 0.628 -2.313  0.081
C: -1.204 0.525 -1.120  -0.205
C: -2.463 0.910 -0.608  -0.025
C: -3.049 0.142 0.401  -0.126
C: -2.511 -0.997 1.013  -0.101
C: -1.241 -1.329 0.604  -0.046
C: -0.695 -0.690 -0.542  -0.164
H: 1.836 -1.744 0.239  0.073
H: 2.291 -2.200 -1.442  0.059
H: 1.076 -3.158 -0.703  0.085
H: 1.151 -0.432 -3.173  0.108
H: -0.522 1.500 -2.726  0.125
H: -3.053 1.911 -0.735  0.136
H: -3.955 0.538 0.744  0.072
H: -2.945 -1.534 1.829  0.091
H: -0.699 -2.229 0.977  0.117
C: 2.625 1.096 1.073  -0.007
C: 1.264 1.643 1.082  -0.601
N: 0.383 1.307 2.074  0.164
O: 0.810 2.144 0.060  0.019
H: 2.542 0.215 0.408  0.075
H: 3.211 0.996 1.951  0.063
H: 3.184 1.900 0.480  0.116
H: -0.557 1.535 1.824  0.086
H: 0.501 0.697 2.908  0.128

The calculated total energy comes out at -16661.155 eV. Its net charge is 0. Its HOMO energy is -7.692 eV. The frontier orbital gap is 8.522 eV. The energy above the lowest of the compared OMol25 structures with the same formula, charge and spin comes out at 169.6 kJ/mol.

=====

# 7
C11H14N2O | the ωB97M-V functional and the def2-TZVPD basis

Last column: Löwdin charge in e.
Cartesian coordinates (Å):
C: -3.407 -3.297 0.635  -0.066
C: -2.151 -2.615 0.151  -0.307
C: -2.074 -1.241 0.150  -0.062
C: -0.893 -0.565 -0.195  -0.022
C: 0.131 -1.308 -0.737  -0.332
O: 1.336 -0.810 -1.121  0.015
C: 0.030 -2.703 -0.849  -0.018
C: -1.065 -3.366 -0.347  -0.044
H: -3.936 -2.647 1.333  0.071
H: -3.179 -4.209 1.201  0.075
H: -3.983 -3.615 -0.231  0.077
H: -2.916 -0.672 0.557  0.110
H: -0.843 0.520 -0.162  0.089
H: 1.400 0.157 -0.943  0.049
H: 0.836 -3.274 -1.281  0.112
H: -1.201 -4.438 -0.255  0.110
C: 3.215 1.714 0.809  -0.042
C: 2.175 2.580 0.203  -0.334
C: 1.828 3.868 0.458  -0.060
N: 0.697 4.113 -0.290  0.053
C: 0.389 2.972 -0.940  -0.189
N: 1.280 2.048 -0.712  0.080
H: 2.741 0.988 1.478  0.084
H: 3.841 2.328 1.466  0.076
H: 3.868 1.120 0.172  0.080
H: 2.234 4.570 1.157  0.114
H: 0.139 4.943 -0.158  0.152
H: -0.492 2.838 -1.550  0.128

The calculated total energy comes out at -16661.993 eV. Its net charge is 0. Its HOMO energy is -7.714 eV. The frontier orbital gap is 8.351 eV. The energy above the lowest of the compared OMol25 structures with the same formula, charge and spin comes out at 88.7 kJ/mol.

=====

# 8
C11H14N2O | the ωB97M-V functional and the def2-TZVPD basis

Last column: Löwdin charge in e.
Cartesian coordinates (Å):
C: -0.239 0.248 -3.039  -0.077
C: 0.714 -0.336 -2.043  -0.299
C: 0.248 -1.266 -1.080  -0.065
C: 1.136 -1.842 -0.247  -0.036
C: 2.501 -1.489 -0.236  -0.346
O: 3.223 -1.811 0.851  0.070
C: 2.979 -0.828 -1.338  -0.005
C: 2.055 -0.203 -2.284  -0.029
H: -1.232 -0.221 -2.992  0.076
H: 0.109 0.077 -4.058  0.077
H: -0.456 1.319 -2.983  0.072
H: -0.781 -1.575 -1.071  0.115
H: 0.925 -2.676 0.406  0.123
H: 4.142 -1.555 0.837  0.108
H: 4.011 -0.620 -1.619  0.107
H: 2.453 0.260 -3.162  0.104
C: -1.408 0.368 3.714  -0.056
C: -1.801 0.965 2.415  -0.378
C: -1.075 0.874 1.251  -0.089
N: -1.776 1.531 0.296  0.050
C: -2.991 1.973 0.916  -0.155
N: -2.945 1.639 2.176  0.075
H: -0.522 -0.225 3.896  0.069
H: -2.249 -0.076 4.248  0.070
H: -1.225 1.257 4.378  0.087
H: -0.101 0.423 1.121  0.107
H: -1.845 1.512 -0.706  0.120
H: -3.851 2.280 0.355  0.104

The calculated total energy comes out at -16660.684 eV. Its net charge is 0. Its HOMO energy is -8.192 eV. The frontier orbital gap is 8.889 eV. The energy above the lowest of the compared OMol25 structures with the same formula, charge and spin comes out at 215.0 kJ/mol.